Entry from the Open Molecules 2025 dataset: C36H41EuF3N9O9P3 as an isolated structure (ωB97M-V/def2-TZVPD).

Last column: Mulliken spin population.
Positions of all 102 atoms, in Å:
Eu -3.2664 13.5331 16.6236  6.96
C 0.4320 13.9082 12.8477  0.00
O -0.8721 14.1795 12.3425  0.00
C -1.6937 13.0507 12.2710  0.00
C -1.8486 12.4919 11.0294  0.00
C -2.7726 11.4626 10.7553  0.00
C -3.5364 11.0568 11.8529  0.00
C -3.3937 11.6382 13.1697  -0.01
C -4.3011 11.1296 14.1861  0.00
N -4.5997 11.6464 15.3144  0.00
N -5.5969 10.8700 15.9127  0.00
C -5.9040 11.4282 17.0424  0.00
O -5.4293 12.5307 17.4673  0.01
C -6.8075 10.5750 17.8944  0.00
C -7.4235 9.4164 17.4138  0.00
C -8.2493 8.6820 18.2607  0.00
C -8.4825 9.0986 19.5988  0.00
C -7.8346 10.2328 20.0524  0.00
C -6.9846 10.9424 19.2354  0.00
C -2.4179 12.6368 13.4425  0.00
O -2.1731 13.1363 14.5897  0.01
H 0.8051 14.8723 13.2404  0.00
H 1.0832 13.6523 11.9631  0.00
H 0.4244 13.1558 13.6216  0.00
H -1.1997 12.8737 10.2571  0.00
H -2.8965 10.9834 9.7576  0.00
H -4.3007 10.2425 11.7617  0.00
H -4.8525 10.2188 13.8364  0.00
H -7.1855 9.0487 16.4251  0.00
H -8.7083 7.7636 17.8775  0.00
H -9.1103 8.4810 20.2103  0.00
H -7.8994 10.5430 21.0872  0.00
H -6.4728 11.8464 19.5501  0.00
N -0.4301 12.5065 19.4063  0.00
C -1.4068 11.5554 20.0617  0.00
C -0.6429 10.7488 21.0862  0.00
P -1.9655 10.4822 18.5847  0.00
O -0.5224 9.8299 18.0512  0.00
O -2.8527 9.4143 19.0484  0.00
O -2.1958 11.5708 17.6068  0.00
P -2.5792 12.7957 20.8395  0.00
O -1.5233 13.4830 21.9444  0.00
O -3.7113 12.2219 21.6378  0.00
O -2.6518 13.7296 19.6632  0.01
H -0.0696 12.1040 18.4986  0.00
H 0.3359 12.8520 19.9924  0.00
H -1.0978 13.2729 19.1757  0.00
H 0.1250 10.1489 20.5959  0.00
H -1.3606 10.0778 21.6140  0.00
H -0.1971 11.4493 21.8154  0.00
H -0.3577 9.0049 18.5381  0.00
H -1.9853 13.3724 22.7770  0.00
F -12.2481 18.9000 20.0735  0.00
C -12.0645 18.5880 18.7528  0.00
F -12.3697 19.7310 18.0670  0.00
F -13.1055 17.7849 18.4760  0.00
C -10.7005 18.1244 18.4541  0.00
C -10.3917 17.4050 17.2855  0.00
C -9.1154 16.9548 17.0361  0.00
C -8.0250 17.2477 17.8975  0.00
C -8.3928 17.9447 19.0673  0.00
C -9.6612 18.3952 19.3273  0.00
C -6.6712 16.7865 17.6804  0.02
C -5.5107 16.3722 17.6224  -0.02
H -11.1817 17.1163 16.6013  0.00
H -8.8695 16.3618 16.1570  0.00
H -7.6392 18.1306 19.8280  0.00
H -9.8838 18.9830 20.1996  0.00
C -1.9580 20.3800 16.0965  0.00
N -3.2984 19.9169 16.4845  0.00
C -3.4086 20.1220 17.9407  0.00
N -2.3984 19.3828 18.6929  0.00
C -1.1151 19.8260 18.2255  0.00
N -0.8717 19.7208 16.7763  0.00
C -0.7738 18.3123 16.4043  0.00
P -2.2879 17.2962 16.7892  0.02
C -3.5320 18.5058 16.0483  0.00
C -2.5329 17.9335 18.5342  0.00
H -1.8734 21.4723 16.2705  0.00
H -1.8437 20.2366 15.0146  0.00
H -4.4263 19.8208 18.2541  0.00
H -3.2666 21.2168 18.1171  0.00
H -0.3173 19.2177 18.7143  0.00
H -0.9971 20.8764 18.4962  0.00
H 0.0843 17.8381 16.8990  0.00
H -0.5629 18.2238 15.3409  0.00
H -4.5040 18.1377 16.4528  0.00
H -3.5832 18.5031 14.9488  0.00
H -1.8080 17.4844 19.2103  0.00
H -3.5092 17.5695 18.8228  0.00
N -3.2781 15.8975 10.9745  0.00
C -4.0516 15.8874 12.1488  0.00
C -3.4636 15.5732 13.3937  0.00
N -4.1773 15.5729 14.4922  0.00
C -5.4840 15.8916 14.4024  0.00
C -6.0288 16.2750 13.1834  0.00
N -5.3399 16.2335 12.0103  0.00
H -2.4497 15.3286 11.0391  0.00
H -3.7664 15.6621 10.1051  0.00
H -2.3908 15.4193 13.4280  -0.01
H -6.0998 15.8214 15.2825  0.00
H -7.0121 16.7014 13.1390  0.00

Results
HOMO energy (alpha / beta) = -1.7 / -2.3 eV
2S+1 = 8
<S²> = 15.759
LUMO energy (alpha / beta) = 3.66 / 3.64 eV
Kohn-Sham gap (alpha / beta) = 5.38 / 5.92 eV
Total charge = -2

=====

Entry from the Open Molecules 2025 dataset: C36H41MoN9O4PS2 as an isolated structure (ωB97M-V/def2-TZVPD).

Last column: Mulliken charge in e.
Positions of all 94 atoms, in Å:
Mo 0.4811 -0.3397 -0.0227  0.42
O 0.0760 -3.4161 2.7016  -0.66
C 0.3429 -2.6932 1.7785  0.11
O -0.2262 -1.5503 1.5007  -0.41
C 1.4348 -3.0389 0.7386  0.52
O 2.1105 -4.0357 0.7586  -0.66
O 1.5355 -2.1029 -0.1837  0.87
N -0.3897 2.0501 -1.9968  -0.26
C -1.8614 2.0759 -1.9929  0.26
C -2.5069 0.7334 -2.3330  -1.03
C -2.6251 -0.2595 -1.1820  -0.26
N -1.4368 -1.0955 -0.8742  0.30
H -0.0388 2.7463 -1.3506  0.05
H -0.0391 2.3082 -2.9132  0.36
H -2.2456 2.8353 -2.6811  0.59
H -2.1923 2.3674 -0.9953  -0.53
H -2.0311 0.2707 -3.2033  0.44
H -3.5302 0.9411 -2.6562  0.52
H -3.4563 -0.9369 -1.3911  0.58
H -2.8692 0.2877 -0.2702  -0.14
H -1.2697 -1.7650 -1.6273  0.00
H -1.7011 -1.6659 -0.0694  0.30
C 5.0332 -0.9977 2.2938  -0.86
N 4.7932 -1.0656 0.8590  0.19
C 5.5137 -1.8279 -0.0389  -0.71
C 4.9292 -1.6889 -1.2365  -0.49
N 3.8425 -0.8259 -1.0715  0.76
C 3.7595 -0.4721 0.2391  -0.13
S 2.6187 0.4846 1.0477  -0.30
C 3.0071 -0.4898 -2.1708  -0.33
C 3.6203 -0.4498 -3.4162  -1.02
C 2.8367 -0.3564 -4.5495  -0.78
C 1.4637 -0.3079 -4.4020  -1.20
C 0.9477 -0.2678 -3.1242  -0.93
N 1.6923 -0.3084 -2.0099  1.00
H 5.9885 -1.4718 2.4991  0.34
H 4.2371 -1.5186 2.8234  0.34
H 5.0611 0.0395 2.6170  0.34
H 6.3594 -2.4179 0.2637  0.45
H 5.1412 -2.1675 -2.1730  0.53
H 4.6960 -0.4884 -3.4912  0.70
H 3.2980 -0.3391 -5.5276  0.46
H 0.7959 -0.2898 -5.2510  0.55
H -0.1093 -0.1853 -2.9575  0.71
N -0.3138 1.0683 0.8190  1.11
P -0.7477 2.0524 1.9995  0.74
C 0.2671 3.5407 1.9965  0.54
C 1.2319 3.7256 1.0124  0.25
C 2.0058 4.8783 1.0073  -1.54
C 1.8154 5.8450 1.9820  -0.57
C 0.8557 5.6612 2.9705  -0.79
C 0.0848 4.5117 2.9813  -0.35
C -2.4541 2.5729 1.7578  0.40
C -2.7734 3.8197 1.2296  -0.65
C -4.0981 4.1393 0.9625  -0.68
C -5.0996 3.2157 1.2204  -0.61
C -4.7842 1.9692 1.7499  -0.71
C -3.4652 1.6461 2.0190  -0.77
C -0.6731 1.3247 3.6383  0.85
C -1.4742 1.8284 4.6652  -0.65
C -1.3793 1.2941 5.9390  -0.87
C -0.4975 0.2501 6.1888  -0.60
C 0.2928 -0.2567 5.1686  -0.83
C 0.2129 0.2828 3.8941  0.04
H 1.3965 2.9529 0.2725  0.41
H 2.7612 5.0161 0.2451  0.48
H 2.4188 6.7432 1.9778  0.41
H 0.7123 6.4126 3.7352  0.44
H -0.6552 4.3721 3.7598  0.38
H -1.9931 4.5433 1.0279  0.41
H -4.3458 5.1110 0.5566  0.45
H -6.1316 3.4680 1.0153  0.43
H -5.5679 1.2528 1.9575  0.46
H -3.2171 0.6758 2.4352  0.52
H -2.1882 2.6195 4.4697  0.42
H -2.0033 1.6816 6.7332  0.43
H -0.4366 -0.1765 7.1812  0.41
H 0.9605 -1.0867 5.3563  0.45
H 0.8158 -0.1245 3.0962  -0.05
C -3.4328 -6.0742 -3.4532  -1.05
C -2.7122 -5.1119 -4.3986  -0.54
C -1.4650 -4.5556 -3.7929  0.34
N -1.3783 -3.3932 -3.2461  -0.73
N -0.1434 -3.1277 -2.7025  0.18
C 0.6892 -4.1143 -2.8429  0.23
N 1.9865 -4.0655 -2.4067  -0.34
S 0.0151 -5.4655 -3.6902  -0.19
H -4.3541 -6.4356 -3.9080  0.35
H -3.6840 -5.5761 -2.5169  0.31
H -2.8111 -6.9390 -3.2191  0.33
H -3.3516 -4.2633 -4.6425  0.26
H -2.4694 -5.6167 -5.3355  0.32
H 2.0921 -3.4320 -1.6170  -0.15
H 2.3998 -4.9641 -2.2068  0.33

Results
HOMO energy (alpha / beta) = -9.6 / -9.7 eV
LUMO energy (alpha / beta) = -2.54 / -2.54 eV
Kohn-Sham gap (alpha / beta) = 7.11 / 7.17 eV
Total charge = +1

=====

Here are the calculated maximum force numbers, same order: 1.9 0.3 (eV/A).
Here are the calculated relative energy (zero: lowest compared OMol25 entry of this formula, charge and spin) numbers, same order: 99.8 20.1 (kJ/mol).